Record 1
Below is the molecule C5H8N2, with properties calculated with ωB97M-V/def2-TZVPD.

The geometry in XYZ format:
```
15
Properties=species:S:1:pos:R:3:forces:R:3:nbo_charge:R:1
C 1.254816 -0.903329 0.371028 0.4 -0.7 -0.3 -0.515
C 0.189480 -1.218527 -0.690533 0.0 -0.1 0.0 -0.288
N -0.656155 -0.033392 -0.682271 0.1 0.0 -0.1 -0.383
C 0.202144 1.046998 -0.605557 -0.3 0.6 -0.3 0.005
C -0.432811 2.012078 0.230392 0.2 -0.1 0.0 -0.020
N -1.392751 1.460810 0.918003 0.1 0.1 -0.1 -0.342
C -1.309512 0.091290 0.604050 0.0 -0.3 0.4 -0.122
H 2.231951 -0.648182 -0.043091 -0.2 0.2 0.1 0.185
H -0.406621 -0.299434 1.267777 -0.5 0.1 0.0 0.223
H 1.403292 -1.664831 1.147059 -0.2 0.4 0.0 0.190
H -0.422209 -2.103509 -0.484090 0.1 0.1 0.0 0.204
H 0.624839 -1.337027 -1.688846 0.0 0.0 0.1 0.215
H 0.973479 1.215564 -1.347381 -0.1 -0.1 0.2 0.223
H -0.184116 3.064327 0.329084 0.0 -0.2 0.0 0.209
H -2.225144 -0.485458 0.733235 0.2 0.1 0.0 0.216
```
Positions in Å, forces in eV/Å.

Properties
* total energy: -304.67530 hartree
* net charge: 0
* E_HOMO (spin up / spin down): -8.4 / -7.6 eV
* energy relative to the best compared isomer or geometry (same formula, charge and spin): 100.5 kcal per mole
* gap between HOMO and LUMO (spin up / spin down): 8.214 / 7.347 eV


Record 2
Below is a cluster of 8 separate species, C6H28O8 in total in a non-equilibrium geometry, with properties calculated with ωB97M-V/def2-TZVPD.

The geometry in XYZ format:
```
42
Properties=species:S:1:pos:R:3:forces:R:3:nbo_charge:R:1
C 3.085798 9.354595 -26.277443 -0.8 -0.6 0.5 -0.246
O 3.123377 10.296038 -25.246390 0.1 0.9 1.2 -0.730
H 2.747431 9.869394 -27.175585 0.5 -0.5 -0.4 0.180
H 4.038321 8.823748 -26.275031 0.1 0.2 -0.8 0.164
H 2.328198 8.623472 -25.986772 0.0 -0.3 -0.6 0.163
H 2.351122 10.119411 -24.706417 0.1 0.4 0.2 0.466
C 1.257042 9.934729 -31.066954 2.3 0.4 -1.2 -0.260
O 1.266753 9.566008 -29.724475 -1.4 -0.6 0.7 -0.766
H 2.278538 9.717519 -31.393875 0.2 0.7 -0.4 0.180
H 0.741993 9.392708 -31.863403 -1.2 -0.4 0.9 0.182
H 1.073864 11.007658 -31.143476 -0.2 0.0 -0.2 0.153
H 2.120714 9.178688 -29.508158 0.2 -0.1 0.1 0.517
C 1.796382 14.966217 -32.540803 0.0 -0.7 0.1 -0.252
O 1.019702 13.771468 -32.281220 0.6 0.6 0.0 -0.731
H 1.530902 15.693942 -31.776681 -0.3 0.1 -0.3 0.193
H 2.871712 14.803665 -32.441429 0.1 -0.3 0.1 0.155
H 1.646756 15.316867 -33.561980 -0.3 0.3 0.1 0.172
H 1.381969 13.057081 -32.812253 0.0 0.0 -0.1 0.464
C -2.096378 9.564185 -28.477703 0.4 -1.0 -1.3 -0.246
O -0.851944 10.008647 -27.980952 -0.8 0.5 0.8 -0.759
H -2.117986 9.568409 -29.571411 0.1 0.4 -0.2 0.157
H -2.264459 8.500086 -28.291888 0.0 -0.1 0.6 0.152
H -2.981681 10.115739 -28.164194 0.4 0.3 0.5 0.172
H -0.139036 9.865331 -28.615060 0.0 -0.2 -0.3 0.503
C -1.184586 10.984557 -33.630836 -0.1 -1.1 0.5 -0.258
O -2.140308 9.995098 -33.176134 0.2 0.6 -0.3 -0.746
H -0.869622 11.616674 -32.800382 -0.3 0.3 -0.1 0.184
H -0.308096 10.393674 -33.900107 0.1 0.2 -0.3 0.168
H -1.558425 11.537540 -34.490950 0.1 0.1 0.1 0.179
H -3.021023 10.285843 -33.424846 0.0 0.0 0.1 0.475
C -1.726861 7.043377 -32.476215 0.1 1.7 -0.9 -0.247
O -0.735462 7.334018 -33.477601 0.5 -0.9 0.2 -0.747
H -1.491893 6.129596 -31.936428 0.0 0.0 -0.3 0.184
H -1.751126 7.924015 -31.833204 -0.1 -0.4 0.6 0.178
H -2.688206 7.038750 -32.992293 -0.3 -0.6 0.3 0.161
H -0.905257 8.209054 -33.833745 -0.4 0.0 0.2 0.470
O 4.024852 9.447848 -29.387349 0.0 -0.2 -0.1 -0.984
H 3.885386 10.397656 -29.503084 0.1 0.2 -0.2 0.502
H 4.819407 9.384710 -28.854168 0.0 -0.2 0.1 0.480
O 3.657471 12.086891 -30.177893 -0.1 0.2 0.0 -0.958
H 2.748550 12.399930 -30.172849 -0.2 0.0 0.1 0.491
H 4.120541 12.690662 -30.762143 0.2 0.0 0.0 0.483
```
Positions in Å, forces in eV/Å.

Properties
* total energy: -847.17586 hartree
* net charge: 0
* E_HOMO: -9.5 eV
* energy relative to the best compared isomer or geometry (same formula, charge and spin): 109.3 kcal per mole
* gap between HOMO and LUMO: 9.658 eV
* structure (SMILES): CO.CO.CO.CO.CO.CO.O.O


Record 3
Below is a structure of composition C31H38F5N6O3PbSb2Te in a non-equilibrium geometry, with properties calculated with ωB97M-V/def2-TZVPD.

The geometry in XYZ format:
```
87
Properties=species:S:1:pos:R:3:forces:R:3:mulliken_charge:R:1
Pb -0.176088 -1.372646 -0.022508 0.1 0.0 0.0 0.900
C -2.104168 -2.394475 3.467677 0.0 0.0 0.0 -0.577
C -0.732040 -2.610786 3.479694 0.0 0.0 0.0 -0.366
C 0.139326 -1.544536 3.316718 0.0 0.0 0.0 0.173
C -0.376923 -0.260595 3.179118 -0.1 0.1 -0.3 -0.270
C -1.747421 -0.034793 3.161765 -0.1 -0.1 0.0 -0.178
C -2.608595 -1.111079 3.302428 0.0 0.0 0.0 -0.754
N 0.576365 0.790342 2.981338 0.2 -0.1 0.4 0.650
N 0.176028 1.897944 3.348708 0.1 0.1 0.0 -0.726
C 1.191083 2.906162 3.270982 -0.2 0.1 -0.3 0.539
C 2.128840 3.010775 4.284647 0.0 0.0 0.0 -0.267
C 3.088426 4.009667 4.242954 0.0 0.0 0.0 -0.659
C 3.114325 4.904034 3.182464 0.0 0.0 0.0 -0.825
C 2.175911 4.807477 2.169240 0.0 0.0 0.0 -0.322
C 1.202276 3.813589 2.216217 0.2 0.1 0.1 -0.038
H -2.783488 -3.229776 3.572407 0.0 0.0 0.0 0.430
H -0.349091 -3.615613 3.603409 0.0 0.0 0.0 0.287
H 1.214557 -1.681441 3.295793 0.0 0.0 0.0 0.292
H -2.121459 0.969834 3.017461 0.0 0.0 0.0 0.471
H -3.677006 -0.950251 3.264284 0.0 0.0 0.0 0.401
H 2.091053 2.307340 5.105884 0.0 0.0 0.0 0.459
H 3.814482 4.091178 5.040140 0.0 0.0 0.0 0.405
H 3.862754 5.683549 3.144768 0.0 0.0 0.0 0.409
H 2.181630 5.500711 1.337968 0.0 0.0 0.0 0.481
C 1.508630 2.595461 -1.514216 0.6 -0.5 0.1 -0.729
Sb 1.980051 0.711487 -0.642319 0.1 0.0 0.0 0.125
C 3.365645 1.279414 0.861485 0.0 0.0 0.0 -0.778
C 3.450725 -0.149239 -1.987069 0.0 0.0 0.0 -1.149
C 3.357788 0.241750 -3.428924 0.0 0.0 0.0 0.913
C 3.927592 1.447161 -3.839451 0.0 0.0 0.0 -0.522
C 3.866821 1.869977 -5.156333 0.0 0.0 0.0 -0.649
C 3.233065 1.073531 -6.098625 0.0 0.0 0.0 -0.762
C 2.677086 -0.132857 -5.708487 0.0 0.0 0.0 -0.644
C 2.727293 -0.567789 -4.384787 0.0 0.0 0.0 0.654
C 2.067704 -1.865702 -4.026379 0.0 0.0 0.0 -1.741
Sb 0.145725 -1.540913 -3.085213 0.0 0.1 0.0 0.815
C -1.068575 -2.884691 -4.193871 0.0 0.0 0.0 -1.349
C -0.360242 0.313022 -3.984191 0.0 -0.1 0.0 -0.889
H 2.052870 2.730819 -2.447626 0.0 0.0 0.0 0.428
H 1.788012 3.380227 -0.811507 0.3 -0.2 -0.2 0.749
H 0.437646 2.634382 -1.708688 1.0 -0.8 0.0 -0.509
H 4.250727 1.694795 0.380773 0.0 0.0 0.0 0.518
H 3.632685 0.396100 1.438236 0.0 0.0 0.0 0.186
H 2.921477 2.018559 1.521660 0.0 0.0 0.0 -0.039
H 3.365911 -1.222349 -1.829681 0.0 0.0 0.0 0.136
H 4.405237 0.169055 -1.566036 0.0 0.0 0.0 0.801
H 4.438420 2.060600 -3.104509 0.0 0.0 0.0 0.444
H 4.318059 2.809400 -5.446244 0.0 0.0 0.0 0.428
H 3.179254 1.385154 -7.133035 0.0 0.0 0.0 0.425
H 2.192442 -0.760233 -6.447982 0.0 0.0 0.0 0.395
H 2.673229 -2.477148 -3.358037 0.0 0.0 0.0 0.512
H 1.866092 -2.450330 -4.923654 0.0 0.0 0.0 0.683
H -0.667117 -2.979736 -5.201445 0.0 0.0 0.0 0.424
H -2.074752 -2.474348 -4.228063 0.0 0.0 0.0 0.395
H -1.096463 -3.859477 -3.712750 0.0 0.0 0.0 0.380
H -0.606970 0.146154 -5.031734 0.0 0.0 0.0 0.607
H 0.495525 0.984338 -3.923151 -0.1 0.0 0.0 0.178
H -1.211862 0.745010 -3.465706 0.1 0.1 0.0 0.145
F -5.008556 -0.485696 -1.201602 0.0 0.0 0.0 -0.352
Te -3.258408 0.027389 -0.936925 0.4 -0.7 0.0 2.254
F -3.934595 1.284984 0.240663 0.0 0.3 -0.3 -0.423
F -3.241846 -1.198006 0.494434 0.0 0.0 -0.1 -0.375
F -2.756016 -1.489881 -1.964784 -0.1 0.1 0.0 -0.480
F -3.422509 0.917713 -2.550405 -0.2 0.4 0.2 -0.388
O -1.524701 0.493682 -0.679920 -0.1 0.0 0.0 -0.969
N -1.120088 3.398990 -3.080547 -0.1 0.1 -0.2 -0.478
C -0.812319 3.878436 -2.079720 -0.8 0.8 0.2 0.491
N -0.513125 4.494568 -0.946187 -0.6 0.5 0.0 -0.769
C -0.095387 4.079893 0.131659 -0.2 -0.1 0.0 1.041
N 0.253955 3.709025 1.202179 -0.4 0.1 0.1 -0.152
O 1.173123 -4.074819 0.111281 0.0 0.0 0.0 -0.918
C 2.201314 -3.428320 0.414881 0.0 0.0 0.0 0.483
O 2.370081 -2.195576 0.361985 0.0 -0.1 0.0 -0.410
C 3.391291 -4.267304 0.934932 0.0 0.0 0.0 -0.247
N 2.902862 -5.697929 0.915578 0.0 0.0 0.0 -0.014
C 2.901251 -6.221006 2.324832 0.0 0.0 0.0 -0.693
C 2.813543 -4.954441 3.161164 0.0 0.0 0.0 -0.128
C 3.719445 -3.984751 2.401515 0.0 0.0 0.0 -0.807
H 4.242019 -4.150251 0.267887 0.0 0.0 0.0 0.400
H 3.420325 -6.292711 0.275096 0.0 0.0 0.0 0.348
H 1.927465 -5.551099 0.542349 0.0 0.0 0.0 0.332
H 3.844500 -6.739358 2.488976 0.0 0.0 0.0 0.343
H 2.078629 -6.920027 2.449524 0.0 0.0 0.0 0.392
H 3.132043 -5.127275 4.186316 0.0 0.0 0.0 0.535
H 1.785826 -4.586602 3.179845 0.0 0.0 0.0 -0.205
H 4.768804 -4.197378 2.608692 0.0 0.0 0.0 0.440
H 3.533656 -2.938624 2.634104 0.0 0.0 0.0 0.254
```
Positions in Å, forces in eV/Å.

Properties
* total energy: -3198.77755 hartree
* net charge: +1
* E_HOMO: -10.5 eV
* energy relative to the best compared isomer or geometry (same formula, charge and spin): 0.0 kcal per mole
* gap between HOMO and LUMO: 7.946 eV


Record 4
Below is a cluster of 2 separate species, CH7NS in total in a non-equilibrium geometry, with properties calculated with ωB97M-V/def2-TZVPD.

The geometry in XYZ format:
```
10
Properties=species:S:1:pos:R:3:forces:R:3:lowdin_spin:R:1
S -2.749201 -0.059509 1.674290 0.2 -1.0 -1.3 0.006
H -3.308116 1.105283 1.219941 0.4 -0.2 1.4 0.000
C 1.046534 0.395272 -0.719594 -2.8 -0.1 0.2 0.119
N 1.347154 -0.999176 -0.836762 1.9 1.3 -1.1 0.755
H 0.693695 0.706687 0.277854 1.0 -0.3 0.3 0.030
H 0.110840 0.563419 -1.264816 0.4 0.0 -0.5 0.000
H 1.818679 1.073184 -1.100503 0.5 -0.3 0.1 0.055
H -2.374711 -0.054284 2.970345 -0.5 1.2 -0.2 0.000
H 1.167619 -1.412196 -1.757859 -0.6 -0.4 0.4 0.018
H 2.247511 -1.318683 -0.462900 -0.4 -0.3 0.6 0.016
```
Positions in Å, forces in eV/Å.

Properties
* total energy: -494.85816 hartree
* 2S+1: 2
* net charge: +1
* E_HOMO (spin up / spin down): -12.8 / -12.8 eV
* energy relative to the best compared isomer or geometry (same formula, charge and spin): 35.4 kcal per mole
* gap between HOMO and LUMO (spin up / spin down): 8.859 / 3.416 eV